The following is a DFT calculation (ωB97M-V with the def2-TZVPD basis set) of C5H11N3 in the gas phase at a distorted geometry.

Positions of all 19 atoms, in Å:
C  -0.3979  1.6531  -0.3106
C  -0.1817  0.5603  0.7840
C  -1.0077  -0.6270  0.5068
C  0.2154  -1.3091  0.0322
C  2.2226  0.2581  0.1690
H  -0.1555  1.2676  -1.3381
H  0.2444  2.5335  -0.0913
H  -1.5016  2.0110  -0.4457
H  -0.4229  0.8489  1.7125
H  -1.5119  -0.9646  1.4400
H  -2.2722  -1.3981  -0.9174
H  -2.9267  -0.1696  -0.3359
H  0.3382  -2.2337  0.5207
H  0.0816  -1.3757  -1.0879
H  2.3537  1.2218  0.5079
H  2.8796  -1.2888  -0.5306
N  -1.9679  -0.4247  -0.6470
N  0.9435  -0.2636  0.5983
N  3.0672  -0.2995  -0.5668

Output
SMILES: [H]/N=C\N1C[C@H](N)[C@@H]1C
HOMO energy: -8.768 eV
Charge: 0
Energy above the lowest of the compared OMol25 structures with the same formula, charge and spin: 65.7 kcal per mole
Calculated total energy: -361.28468 Eh
Frontier orbital gap: 9.6 eV

Mulliken atomic charge list, values in e, 2 entries: atom 1 (C): -1.11, atom 2 (C): -0.36